Record 1
136
Properties=species:S:1:pos:R:3 method="wB97M-V/def2-TZVPD" spin_multiplicity=1 smiles=ClC(Cl)(Cl)Cl.ClC(Cl)(Cl)Cl.c1cc[nH]c1.c1cc[nH]c1.c1cc[nH]c1.c1cc[nH]c1.c1cc[nH]c1.c1cc[nH]c1.CCN(CC)CC.CCN(CC)CC.CCN(CC)CC gap_ha=0.296 molar_mass_da=1013.8
Cl -5.18367 2.80038 -0.44195
Cl -7.73116 3.45768 0.43254
Cl -7.06085 4.03404 -2.33799
Cl -0.62028 3.79375 2.33148
Cl -0.51284 6.19631 0.37296
Cl -2.82154 5.44762 1.89046
Cl -0.60584 6.56729 3.16328
Cl -7.52496 1.37812 -1.65940
N 3.68498 5.04400 2.23713
N -2.66922 1.71498 5.57284
N 6.28375 -0.64604 -4.25579
N 2.82246 -0.37726 2.40299
N -3.86776 -3.26024 2.13460
N -1.03138 -6.64378 -1.70703
N 0.63323 0.08328 0.42362
N 6.34034 -3.33709 1.01123
N -3.77847 2.10388 -5.02194
C 6.78278 -2.00383 -0.62102
C -3.36675 -2.11738 -0.15218
C 0.59713 -0.52818 -0.83402
C 4.92738 -0.39945 -4.07063
C 0.18686 -6.69650 -1.08788
C -0.72140 2.53651 6.28052
C -2.69043 1.40460 -4.26594
C 6.39851 -0.77920 -5.59459
C 2.52350 -1.49231 3.21768
C 3.19659 5.21386 0.00143
C -4.14344 -2.19688 1.18469
C -4.08826 -4.70178 1.74089
C 4.10482 0.38463 0.28941
C -0.48554 0.01818 -1.50189
C 7.84443 -1.99973 0.23658
C -0.57692 -4.69674 -0.57535
C -1.12684 5.46637 1.87412
C -1.54600 -5.37849 -1.36430
C -3.54342 4.28112 -3.85594
C 4.69734 5.75849 1.63928
C -3.68160 3.57332 -5.18172
C -1.89456 -1.88931 3.15473
C 2.15185 -2.73077 2.32336
C -1.24903 0.71819 -0.61799
C -5.51111 -4.66335 1.01694
C 4.37342 5.86087 0.31997
C 5.85083 -2.85738 -0.13361
C 5.20429 -0.57241 -6.24634
C 0.46096 -5.57453 -0.30146
C -2.76509 3.08300 5.48988
C -1.59702 3.63675 6.08788
C -5.41499 0.19508 -4.86303
C -1.44143 1.34971 6.11199
C 2.74892 4.68624 1.23071
C 1.68104 1.35409 3.85640
C -0.59622 0.73797 0.60218
C -1.37463 1.36814 -5.03276
C -2.54604 -3.27404 2.83064
C 7.58458 -2.85319 1.19871
C -6.85344 2.91128 -1.06115
C 4.04344 -0.57150 1.56558
C 4.29676 -0.27105 -5.28470
C -5.08252 1.63742 -4.44315
C 3.01251 0.93105 3.18611
H -5.01882 1.79161 -3.36599
H 5.10669 0.42507 -0.13804
H -6.30080 -4.40217 1.72141
H -0.71226 -0.19701 -2.53567
H -1.25342 0.33406 6.42743
H 4.87954 -3.15070 -0.50368
H -2.52970 -1.15986 3.65733
H -2.44601 1.74370 -3.25928
H 2.87121 -3.06655 1.57647
H -2.50381 -5.03251 -1.72388
H 7.34175 -1.17114 -5.94541
H -5.76654 -5.67911 0.71515
H 1.39944 -1.19921 -1.10312
H -2.86682 3.75811 -5.88178
H -2.95869 0.35933 -4.11250
H -3.38099 -5.09936 1.01300
H -4.04275 -1.28078 1.76669
H 2.01146 3.93493 1.47171
H 1.60818 0.90180 4.84544
H 0.80114 1.06362 3.28237
H -5.95522 2.12956 -4.87244
H 0.29396 2.60569 6.64200
H -0.60494 -3.67939 -0.21395
H -2.50633 4.47379 -3.58132
H 8.74046 -1.44363 0.00357
H -1.43676 -7.36306 -2.28875
H 3.06749 1.76311 2.48415
H 0.72247 -7.62636 -1.20989
H -2.29614 -2.12719 0.05227
H -1.12018 2.39312 -5.30251
H -4.95941 -0.53660 -4.19580
H -3.58705 -2.99550 -0.75920
H -0.91834 -1.98168 3.63069
H 4.00953 -1.51700 1.02429
H 3.87493 0.93422 3.85268
H -3.68057 3.63162 -2.99140
H 5.03481 -0.75276 -7.29761
H 1.71032 -1.13604 3.85005
H -1.59353 1.00195 -6.03580
H -1.56161 4.70354 6.25246
H 4.51064 -0.21220 -3.09202
H 5.43241 6.20307 2.29382
H 6.92967 -0.93033 -3.53325
H -4.03619 -5.36717 2.60265
H -6.47996 0.00186 -4.73417
H 3.33976 -1.79449 3.87380
H -3.58306 -1.25785 -0.78664
H -3.37375 1.02892 5.34250
H -3.68586 3.49137 5.10025
H -2.65621 -3.81861 3.76839
H -1.53780 -1.38723 2.25543
H -4.58317 3.96846 -5.64986
H 1.33178 -0.05928 1.13902
H 3.24367 -0.08251 -5.43255
H 8.18017 -3.04207 2.07961
H 4.93732 -0.54352 2.18872
H -4.04435 5.24900 -3.87522
H -1.77575 -3.88724 2.36295
H -5.54359 -4.07484 0.10003
H -0.93369 1.21355 1.51121
H 4.83517 6.44127 -0.46509
H 5.83951 -3.94108 1.64721
H -2.22993 1.14124 -0.77696
H 3.93265 1.44678 0.46351
H 1.25818 -2.51111 1.73922
H -5.19835 -2.24942 0.91543
H -5.07241 -0.13781 -5.84279
H 3.43503 0.00990 -0.48457
H 1.47821 2.41773 3.98143
H 6.73199 -1.41082 -1.52222
H 2.66378 4.97065 -0.90596
H 2.05533 -3.57464 3.00650
H -0.58350 0.77931 -4.56856
H 3.62008 4.71803 3.19088
H 1.36146 -5.36594 0.25710

=====

Record 2
133
Properties=species:S:1:pos:R:3 method="wB97M-V/def2-TZVPD" spin_multiplicity=1 gap_ha=0.108 total_charge=-1 molar_mass_da=808.6
Cl 4.35365 5.30572 -2.52312
N -2.35014 5.07616 0.76309
N 2.84118 -5.28438 2.31059
N 3.60041 -0.11840 -2.95502
N -3.03910 0.30101 4.62762
N 2.41446 -3.54846 -6.62788
N -7.58562 1.55261 -4.17507
N 9.81239 4.43074 -3.24874
N -4.91047 2.96224 -1.91822
N -6.86092 2.36751 3.17373
N -1.05856 -4.16166 4.17056
N 2.65185 -1.82215 8.48391
N -4.75853 6.23790 5.05391
C 4.04746 3.14448 -0.59590
C 0.19960 3.26928 -0.83490
C -3.16504 -2.19164 3.78006
C -4.62469 2.58148 -2.97967
C 1.46536 -5.59148 -5.25935
C -5.66200 2.93486 5.45150
C 4.94034 -3.50215 -1.40328
C -1.13803 -3.29005 -2.52685
C 3.41909 -2.99157 -1.06094
C 0.70092 -0.04994 8.51111
C 2.68627 2.29275 -0.25820
C -2.53878 -2.45153 -2.88122
C -0.23927 -3.79121 4.90869
C 1.42169 3.19151 0.27566
C 3.96344 -5.51711 2.11139
C -8.77943 2.75259 -2.15457
C -6.33174 2.61792 4.17901
C -0.58464 1.81427 -1.03834
C -8.11253 2.08220 -3.28332
C -2.55131 -0.93086 -2.21443
C -4.70083 4.13602 1.49654
C -5.34388 7.04339 4.45236
C -1.97523 1.84562 -0.17029
C 0.95323 -3.89872 -0.20437
C 5.72174 -1.08808 -0.30039
C 0.79779 -3.32225 5.84295
C 6.13085 -2.63758 -0.64833
C 1.99557 -4.45017 -6.02390
C -3.09471 -0.79913 4.25357
C -2.58150 0.37496 0.22589
C 4.05923 3.48313 -2.22478
C -1.52059 -4.36876 -1.35327
C -6.08473 8.06301 3.69093
C -2.01324 -0.87692 -0.66694
C 2.27663 -4.19139 -1.18154
C 8.95137 5.21293 -3.23672
C -4.26292 2.09948 -4.32319
C -0.24617 -4.97170 -0.51718
C 4.24795 -0.98116 -5.35999
C 3.88618 -0.49915 -4.01647
C -3.38764 4.66126 1.08678
C 7.86147 6.20294 -3.22154
C 5.38398 -5.81161 1.85921
C 1.79083 -1.03996 8.49593
H -4.61742 2.60604 5.45171
H 5.79866 -6.48363 2.61796
H -2.31120 -3.99707 -0.57458
H -1.73423 2.43068 0.83982
H -2.74358 -2.39344 -4.03367
H 7.04932 -2.61341 -1.39409
H 2.25483 -6.30286 -4.99465
H 0.60922 -2.75790 -0.26803
H 7.94389 6.90817 -4.05536
H -0.67498 -5.30847 0.54507
H -2.01502 -0.14266 -2.93279
H 2.79098 -5.15386 -0.69901
H 0.13214 -5.98734 -1.01662
H -3.77057 0.34120 0.16436
H 4.48310 -2.05075 -5.35633
H 4.14968 4.16189 -0.02564
H 0.18354 0.98905 -0.71783
H 3.42672 -2.63367 0.06636
H -4.61491 3.44896 2.34500
H -0.75660 -3.82620 -3.52289
H -5.66220 4.01160 5.65156
H -2.85061 2.45573 -0.68283
H -3.24442 -2.89852 4.61270
H 6.87933 5.72460 -3.29841
H 1.07914 -2.28231 5.64626
H 1.97280 -4.44473 -2.28283
H -0.60236 4.01060 -0.38184
H -6.15440 2.44817 6.30003
H 5.13215 -1.02588 0.73435
H -8.32938 2.47441 -1.19569
H 5.11177 -4.63017 -1.08724
H 0.45880 -3.37438 6.88297
H -3.46273 -3.02493 -2.38957
H 0.70994 -6.14361 -5.82834
H -0.83482 1.73890 -2.18006
H 5.99313 -4.90155 1.86559
H 2.40948 1.67869 -1.21659
H -4.03313 -2.35548 3.13278
H -2.02232 -5.29836 -1.90905
H -2.31446 0.12113 1.36142
H 6.68055 -0.41337 -0.16627
H 4.87434 2.81557 -2.76050
H 7.86289 6.79201 -2.29836
H 0.70235 0.53913 9.43430
H -5.07761 2.24902 -5.03956
H 5.53094 -6.29236 0.88625
H 3.09722 -2.12572 -1.80915
H 5.16074 -3.41372 -2.56098
H 3.43326 -0.83162 -6.07637
H -0.82406 -0.94414 -0.69616
H -2.27553 -2.46861 3.20440
H -3.38520 2.62224 -4.71778
H -3.70169 -0.61279 -2.19585
H 4.98999 2.47355 -0.35866
H -4.02778 1.02989 -4.31953
H 0.99433 -5.26861 -4.32489
H 3.01318 3.19810 -2.68924
H 1.32824 -4.05062 0.90109
H 0.63626 3.63020 -1.87248
H 5.12567 -0.45840 -5.75459
H -2.35699 -1.86870 -0.10606
H -5.38144 4.93910 1.79838
H -9.84199 2.49312 -2.10055
H 0.78334 0.65529 7.67730
H -5.18846 3.58709 0.68396
H -0.34673 -2.48240 -2.22581
H 5.05608 -0.58121 -1.13193
H -0.28122 -0.52828 8.43424
H -5.41197 8.70016 3.10719
H 0.99921 2.63015 1.23801
H 2.96460 1.52853 0.60742
H 1.71018 -3.92355 5.76961
H -6.79110 7.60899 2.98795
H -6.66172 8.72026 4.35009
H -8.71656 3.84280 -2.23718
H 6.43472 -3.16853 0.37062

=====

| no. | F_max (eV Å⁻¹) | calculated total energy (Ha) |
| --- | --- | --- |
| 1 | 4.1 | -5895.60637 |
| 2 | 2.8 | -2838.90284 |